No. 1
# C4H7NO

An isolated molecule of C4H7NO (ωB97M-V with the def2-TZVPD basis set, the OMol25 dataset).

CARTESIAN COORDINATES (ANGSTROEM)
C 1.70286 0.06964 -0.12885
H -0.44317 0.40604 1.87528
C -0.56411 0.33861 0.78710
H 2.59957 -0.50375 0.09058
H 1.80224 1.14608 0.01462
H -1.98771 -1.15110 -0.06044
C -1.95522 -0.19397 0.50328
H -0.50814 1.36992 0.39247
O -2.96147 0.37280 0.85286
N 0.44572 -0.54676 0.24624
H 0.20841 0.38569 -1.72118
C 0.74630 -0.38473 -1.16686
H 0.92322 -1.30689 -1.71453

Force components x, y, z for each atom (eV/Å):
0.24 0.12 0.06
-0.03 0.00 -0.14
-0.06 0.11 0.06
-0.16 0.06 -0.06
-0.05 -0.17 0.00
-0.03 0.09 0.09
-0.26 0.23 0.13
-0.01 -0.14 0.01
0.43 -0.28 -0.17
-0.08 -0.06 0.10
0.07 -0.10 0.12
-0.05 -0.03 -0.27
-0.01 0.17 0.08

Properties
- Kohn-Sham gap (eV) = 10.785
- charge = 0
- HOMO level (Eh) = -0.35695
- structure (SMILES) = O=CCN1CC1
- calculated total energy (hartree) = -286.544159



No. 2
# C5H8NO5S

A structure of composition C5H8NO5S in a non-equilibrium geometry (ωB97M-V with the def2-TZVPD basis set, the OMol25 dataset).

CARTESIAN COORDINATES (ANGSTROEM)
C 1.37850 1.70885 -0.29922
C -0.31183 -1.63903 -0.35518
N 0.65642 0.52784 -0.59411
H -2.49834 -0.31084 -1.20946
H -0.53077 -2.02139 -1.37653
C -1.60356 0.39106 -1.09212
C -0.97842 0.25980 1.40017
C -0.56047 -0.08161 -0.15246
O 0.90230 2.83516 -0.34402
O 0.91851 -1.92474 0.22274
H -1.88953 1.43893 -0.72959
H -0.81549 -0.66083 1.89961
O 2.55223 1.44338 0.17364
S 2.09695 -0.51967 0.16758
H -0.33908 1.10671 1.83846
H -2.03702 0.60180 1.53790
H -1.05869 0.40450 -1.99512
O 2.99112 -0.95362 -0.86405
H -1.20849 -2.06159 0.20594
O 2.33565 -0.54472 1.56584

Force components x, y, z for each atom (eV/Å):
-0.76 1.92 1.88
-1.27 1.01 1.41
3.96 -2.63 1.42
0.98 1.00 0.46
0.88 0.62 0.02
-2.19 0.71 0.67
0.74 1.41 -1.37
-0.84 0.42 1.51
-0.55 -0.14 -0.73
-0.03 0.37 -0.75
0.02 -1.40 -1.05
0.19 -0.60 1.08
-0.40 -1.35 -1.31
-2.70 0.34 -1.79
-0.67 -1.41 -0.73
0.76 -0.51 -0.51
-0.06 0.46 -1.57
0.22 0.05 0.42
1.21 0.02 0.00
0.52 -0.28 0.95

Properties
- Kohn-Sham gap (eV) = 9.133
- charge = -1
- HOMO level (Eh) = -0.21016
- calculated total energy (hartree) = -1024.473322



No. 3
# C4H14N2O

A cluster of 2 separate species, C4H14N2O in total in a non-equilibrium geometry (ωB97M-V with the def2-TZVPD basis set, the OMol25 dataset).

CARTESIAN COORDINATES (ANGSTROEM)
N 1.27585 1.31543 -1.55628
C 1.84756 1.02211 -0.11942
H -0.95093 0.98159 0.81954
C -1.00873 -0.02149 1.18205
H -0.18352 -0.89529 -0.60282
H -0.31887 -0.88496 2.91764
N -0.95042 -0.12756 2.65536
C 0.08836 -0.85814 0.47815
H 2.96517 1.11339 -0.22686
H -0.38302 0.62966 2.96940
H -2.59529 -0.67686 -2.63051
H 1.52817 0.08444 1.66500
C 1.54912 -0.29970 0.66361
H 0.18865 1.46193 -1.50140
H 0.00348 -1.86082 0.81756
H -1.94360 -0.49312 0.79690
H -3.70874 -0.78014 -3.80874
O -2.98700 -1.20038 -3.38756
H 1.59616 1.86449 0.52996
H 2.34173 -1.07360 0.57953
H 1.64586 0.69903 -2.24111

Force components x, y, z for each atom (eV/Å):
-1.85 1.01 3.87
0.72 0.10 -2.12
-0.16 0.88 0.13
0.13 -2.40 -0.41
0.36 0.02 0.53
-0.51 -0.43 -0.27
0.36 0.00 -0.45
0.62 1.47 -1.24
-1.03 -0.15 -0.02
0.05 1.08 0.45
-1.23 -0.60 -1.63
0.53 -0.28 0.95
-1.32 0.17 -0.73
3.07 -0.93 -0.60
0.09 -1.01 0.47
0.27 0.65 0.52
-0.96 1.12 -0.16
2.19 -0.52 1.80
-0.36 0.02 -0.39
-0.61 0.51 -0.18
-0.37 -0.71 -0.51

Properties
- Kohn-Sham gap (eV) = 9.877
- charge = 0
- HOMO level (Eh) = -0.34104
- structure (SMILES) = NCCCCN.O
- calculated total energy (hartree) = -345.498468



What did the second record say?
# C5H8NO5S

A structure of composition C5H8NO5S in a non-equilibrium geometry (ωB97M-V with the def2-TZVPD basis set, the OMol25 dataset).

CARTESIAN COORDINATES (ANGSTROEM)
C 1.37850 1.70885 -0.29922
C -0.31183 -1.63903 -0.35518
N 0.65642 0.52784 -0.59411
H -2.49834 -0.31084 -1.20946
H -0.53077 -2.02139 -1.37653
C -1.60356 0.39106 -1.09212
C -0.97842 0.25980 1.40017
C -0.56047 -0.08161 -0.15246
O 0.90230 2.83516 -0.34402
O 0.91851 -1.92474 0.22274
H -1.88953 1.43893 -0.72959
H -0.81549 -0.66083 1.89961
O 2.55223 1.44338 0.17364
S 2.09695 -0.51967 0.16758
H -0.33908 1.10671 1.83846
H -2.03702 0.60180 1.53790
H -1.05869 0.40450 -1.99512
O 2.99112 -0.95362 -0.86405
H -1.20849 -2.06159 0.20594
O 2.33565 -0.54472 1.56584

Force components x, y, z for each atom (eV/Å):
-0.76 1.92 1.88
-1.27 1.01 1.41
3.96 -2.63 1.42
0.98 1.00 0.46
0.88 0.62 0.02
-2.19 0.71 0.67
0.74 1.41 -1.37
-0.84 0.42 1.51
-0.55 -0.14 -0.73
-0.03 0.37 -0.75
0.02 -1.40 -1.05
0.19 -0.60 1.08
-0.40 -1.35 -1.31
-2.70 0.34 -1.79
-0.67 -1.41 -0.73
0.76 -0.51 -0.51
-0.06 0.46 -1.57
0.22 0.05 0.42
1.21 0.02 0.00
0.52 -0.28 0.95

Properties
- Kohn-Sham gap (eV) = 9.133
- charge = -1
- HOMO level (Eh) = -0.21016
- calculated total energy (hartree) = -1024.473322



Repeat the third record exactly.
# C4H14N2O

A cluster of 2 separate species, C4H14N2O in total in a non-equilibrium geometry (ωB97M-V with the def2-TZVPD basis set, the OMol25 dataset).

CARTESIAN COORDINATES (ANGSTROEM)
N 1.27585 1.31543 -1.55628
C 1.84756 1.02211 -0.11942
H -0.95093 0.98159 0.81954
C -1.00873 -0.02149 1.18205
H -0.18352 -0.89529 -0.60282
H -0.31887 -0.88496 2.91764
N -0.95042 -0.12756 2.65536
C 0.08836 -0.85814 0.47815
H 2.96517 1.11339 -0.22686
H -0.38302 0.62966 2.96940
H -2.59529 -0.67686 -2.63051
H 1.52817 0.08444 1.66500
C 1.54912 -0.29970 0.66361
H 0.18865 1.46193 -1.50140
H 0.00348 -1.86082 0.81756
H -1.94360 -0.49312 0.79690
H -3.70874 -0.78014 -3.80874
O -2.98700 -1.20038 -3.38756
H 1.59616 1.86449 0.52996
H 2.34173 -1.07360 0.57953
H 1.64586 0.69903 -2.24111

Force components x, y, z for each atom (eV/Å):
-1.85 1.01 3.87
0.72 0.10 -2.12
-0.16 0.88 0.13
0.13 -2.40 -0.41
0.36 0.02 0.53
-0.51 -0.43 -0.27
0.36 0.00 -0.45
0.62 1.47 -1.24
-1.03 -0.15 -0.02
0.05 1.08 0.45
-1.23 -0.60 -1.63
0.53 -0.28 0.95
-1.32 0.17 -0.73
3.07 -0.93 -0.60
0.09 -1.01 0.47
0.27 0.65 0.52
-0.96 1.12 -0.16
2.19 -0.52 1.80
-0.36 0.02 -0.39
-0.61 0.51 -0.18
-0.37 -0.71 -0.51

Properties
- Kohn-Sham gap (eV) = 9.877
- charge = 0
- HOMO level (Eh) = -0.34104
- structure (SMILES) = NCCCCN.O
- calculated total energy (hartree) = -345.498468



- Look up the Kohn-Sham gap of the second one.
  9.133 eV



- What is the formula in the third record?
  C4H14N2O